Record 1
Entry from the OMol25 dataset: C36H35GeHfN5O3P as an isolated structure (ωB97M-V/def2-TZVPD).

Geometry as XYZ:
```
82
Properties=species:S:1:pos:R:3:forces:R:3:lowdin_charge:R:1
Hf -0.396565 -0.613982 0.494208 0.275 -0.470 1.645 1.62
N 0.374610 -0.131531 2.931099 -0.038 0.152 -0.121 0.03
N 0.501023 -1.277505 3.746219 -0.038 -0.021 0.020 0.08
C 0.274355 -2.464529 3.182695 -0.143 0.082 0.086 -0.34
N 0.501989 -3.600162 3.786058 0.035 0.022 -0.005 0.30
N -0.269496 -2.325360 1.934927 0.377 -0.312 -0.104 0.04
N -0.059792 -3.262136 0.980170 -0.612 -0.186 -0.890 -0.36
O 0.333364 -4.368743 1.066023 0.054 0.135 0.650 0.24
O -0.409092 -2.725950 -0.127511 0.326 -0.154 -0.416 -0.09
H 1.308695 0.249895 2.781184 -0.041 0.138 0.012 0.12
H -0.196325 0.555806 3.420823 -0.027 0.001 -0.002 0.09
H 0.809847 -1.179140 4.706427 -0.006 0.025 0.004 0.20
H 0.897401 -3.637675 4.718264 0.024 -0.010 -0.009 0.17
H 0.276078 -4.483619 3.346542 -0.017 -0.001 -0.015 0.15
C -2.548857 1.199792 3.090739 -0.002 -0.008 -0.059 -0.27
Ge -2.313141 1.223734 1.126474 -0.129 0.171 -0.082 0.87
C -3.252883 -0.453991 0.562416 -0.034 0.140 0.289 -0.39
C -2.780947 -1.249139 -0.483610 0.241 0.171 -0.326 -0.28
C -3.391573 -2.435278 -0.893720 -0.100 0.013 0.167 -0.04
C -4.526044 -2.840953 -0.214837 0.017 -0.025 -0.010 -0.01
C -5.015951 -2.084285 0.852932 -0.012 -0.037 0.007 -0.01
C -4.377064 -0.924391 1.258774 0.087 -0.139 -0.052 -0.07
C -3.235422 2.887155 0.560183 -0.062 -0.086 -0.154 -0.19
C -3.462788 3.831077 1.571962 0.072 0.067 0.064 -0.06
C -4.170414 4.998990 1.346015 0.022 -0.016 0.019 0.03
C -4.689011 5.267219 0.075974 -0.009 -0.020 -0.038 0.09
C -4.482409 4.359389 -0.968570 0.000 0.024 -0.007 -0.14
C -5.010319 4.622802 -2.249574 -0.004 0.021 0.048 0.10
C -4.817056 3.729090 -3.307850 0.015 -0.048 -0.014 0.02
C -4.095886 2.571661 -3.091130 -0.024 0.026 -0.036 0.00
C -3.564507 2.294619 -1.826635 0.009 -0.006 0.042 0.03
C -3.741117 3.162762 -0.738104 -0.001 -0.061 -0.028 -0.18
H -3.600130 1.358637 3.333836 0.011 0.054 0.015 0.05
H -1.973777 1.983054 3.587686 0.003 -0.018 0.027 0.03
H -2.284462 0.228566 3.515824 -0.022 -0.016 -0.029 0.02
H -1.977238 -0.888656 -1.170078 -0.054 0.260 -0.079 0.06
H -2.999724 -3.010445 -1.721513 -0.002 -0.001 -0.012 0.13
H -5.039544 -3.746647 -0.509378 0.003 0.001 -0.019 0.13
H -5.912078 -2.412676 1.363771 0.002 0.013 0.017 0.13
H -4.778646 -0.365442 2.094290 -0.004 0.011 -0.006 0.11
H -3.086422 3.661705 2.571169 -0.012 -0.013 0.004 0.10
H -4.331345 5.702318 2.152099 0.005 -0.002 0.008 0.14
H -5.250723 6.176740 -0.099411 -0.004 0.000 -0.014 0.15
H -5.579704 5.530676 -2.409841 0.005 0.008 0.007 0.15
H -5.234330 3.948648 -4.281140 0.002 -0.009 -0.006 0.14
H -3.944434 1.869823 -3.900027 -0.009 0.010 -0.014 0.13
H -3.003049 1.377783 -1.688623 -0.016 0.007 0.018 0.09
O 1.548601 -0.374884 0.469025 -0.237 0.244 -0.323 -0.50
P 2.857365 -0.521705 -0.450763 0.038 -0.048 -0.206 0.95
C 2.257495 -0.101493 -2.074696 0.071 -0.026 -0.035 -0.29
C 3.150823 0.361445 -3.039230 0.021 0.024 0.046 -0.03
C 2.714843 0.607114 -4.334945 -0.013 0.007 -0.030 -0.01
C 1.388163 0.397079 -4.678286 0.001 -0.004 0.017 -0.01
C 0.479334 -0.050703 -3.722760 0.043 0.011 0.015 -0.04
C 0.926744 -0.299041 -2.438324 -0.246 0.105 -0.056 -0.11
C 4.105573 0.579517 0.116862 0.003 -0.148 0.091 -0.31
C 5.443106 0.189649 -0.013379 0.023 -0.031 0.049 -0.05
C 6.447379 1.072990 0.351638 -0.017 0.014 0.007 -0.02
C 6.119188 2.324986 0.854135 -0.004 -0.017 -0.011 -0.01
C 4.787150 2.711193 0.988915 0.029 0.001 0.000 -0.04
C 3.777424 1.846023 0.614707 -0.079 0.073 -0.065 -0.07
C 3.355869 -2.219754 -0.371167 0.013 0.108 0.016 -0.32
C 3.641180 -2.772621 0.886154 0.071 0.016 0.016 -0.09
C 4.089180 -4.077501 0.971341 -0.017 -0.008 -0.007 -0.05
C 4.264080 -4.829489 -0.189998 0.001 0.002 0.010 -0.01
C 3.991660 -4.280880 -1.433917 -0.026 0.003 0.003 -0.02
C 3.535004 -2.972880 -1.531102 -0.075 -0.038 -0.053 -0.04
H 4.188105 0.538848 -2.780829 0.003 -0.010 0.012 0.13
H 3.416377 0.965795 -5.075866 0.000 0.000 -0.005 0.14
H 1.055789 0.583666 -5.690603 -0.007 0.000 -0.002 0.13
H -0.555180 -0.218004 -3.990511 -0.003 0.002 -0.008 0.12
H 0.152330 -0.685985 -1.747792 0.221 -0.185 -0.074 0.03
H 5.702386 -0.793457 -0.387355 -0.009 -0.004 -0.005 0.12
H 7.483608 0.781164 0.250795 0.004 0.000 0.000 0.13
H 6.905782 3.009197 1.143247 0.004 0.004 -0.001 0.13
H 4.547783 3.692029 1.376039 -0.007 0.001 0.001 0.12
H 2.742571 2.162390 0.690064 0.005 -0.006 -0.005 0.10
H 3.568960 -2.166961 1.784753 0.005 0.012 -0.005 0.11
H 4.337334 -4.507521 1.932549 0.003 0.002 0.006 0.12
H 4.631571 -5.844723 -0.120259 0.005 -0.005 0.001 0.13
H 4.141849 -4.866485 -2.330490 0.002 0.000 -0.004 0.13
H 3.325479 -2.548704 -2.505183 0.015 0.007 0.003 0.12
```
Positions in Å, forces in eV/Å.

- Charge: +4
- Frontier orbital gap (spin up / spin down): 6.82 / 5.82 eV
- ΔE to the lowest compared entry with this formula, charge and spin: 0.0000 eV
- DFT total energy: -4357.1880 Ha
- Spin multiplicity: 2



Record 2
Entry from the OMol25 dataset: C36H35HgN4O3S3Sb as an isolated structure (ωB97M-V/def2-TZVPD).

Geometry as XYZ:
```
83
Properties=species:S:1:pos:R:3:forces:R:3:lowdin_charge:R:1
Hg -0.657015 -1.134900 -0.384889 0.017 -0.246 0.324 0.81
C -1.026234 0.920772 3.869197 0.057 0.053 -0.041 -0.04
C -0.153169 0.546054 2.692645 -0.287 -0.395 0.235 -0.27
N -0.277840 -0.622385 2.150955 0.525 0.170 -0.455 0.00
N -1.119033 -1.433927 2.869221 -0.432 0.048 0.653 -0.10
C -1.436974 -2.592371 2.440268 -0.124 -0.100 0.097 -1.14
S -1.103931 -3.426642 0.965632 0.168 0.653 -0.636 0.44
S -2.353427 -3.549594 3.663703 -0.120 0.008 -0.107 0.83
C -3.924937 -3.817515 2.755671 0.412 0.091 0.234 -0.45
C -4.834965 -2.627886 2.820897 -0.057 -0.065 0.013 -0.30
C -5.520078 -2.342379 4.001802 -0.014 -0.035 -0.129 -0.06
C -6.385643 -1.265258 4.073195 0.018 0.005 0.080 -0.10
C -6.566443 -0.446574 2.965247 -0.022 0.029 -0.010 -0.11
C -5.875433 -0.714210 1.794736 0.015 0.089 -0.033 -0.09
C -5.010092 -1.798204 1.720122 -0.008 -0.021 0.022 -0.03
C 0.876887 1.510823 2.281784 0.166 0.198 -0.336 -0.11
C 1.557435 2.157039 3.322321 0.000 -0.077 -0.035 -0.07
C 2.567753 3.069291 3.098975 0.092 0.067 0.126 -0.12
C 2.894859 3.400257 1.786122 -0.009 -0.002 -0.010 -0.11
C 2.228418 2.807876 0.740902 0.035 -0.102 -0.094 -0.03
C 1.220470 1.829860 0.933042 -0.148 0.077 0.191 -0.38
O 0.604780 1.325843 -0.092543 0.041 -0.234 -0.297 -0.34
H -2.063313 0.726340 3.595739 -0.003 -0.004 0.052 0.08
H -0.901841 1.967857 4.134034 0.001 0.000 -0.016 0.07
H -0.805080 0.286346 4.728594 -0.050 0.020 0.023 0.08
H -4.371607 -4.681175 3.248618 -0.051 -0.029 -0.085 0.07
H -3.654901 -4.074870 1.733676 -0.082 -0.070 -0.030 0.04
H -5.360825 -2.980491 4.863739 -0.030 0.028 0.028 0.11
H -6.916879 -1.058580 4.994670 0.005 0.003 -0.007 0.10
H -7.239025 0.401003 3.018150 0.004 -0.011 -0.001 0.09
H -6.004574 -0.068867 0.934773 0.037 0.003 -0.039 0.10
H -4.462971 -1.994740 0.805109 0.053 0.015 0.003 0.10
H 1.307376 1.897343 4.344935 -0.020 0.021 -0.014 0.10
H 3.093869 3.517579 3.932457 -0.013 0.002 -0.004 0.09
H 3.674163 4.127115 1.584865 -0.002 -0.002 -0.006 0.10
H 2.467509 3.059601 -0.286372 0.016 0.024 0.002 0.10
C -2.911012 3.196521 0.782700 0.144 -0.044 0.090 -0.04
O -3.533687 2.480574 -0.287301 0.026 -0.168 -0.140 -0.04
C -3.227049 1.165903 -0.309096 -0.308 0.142 0.193 -0.61
O -2.584332 0.614386 0.545968 0.275 -0.213 0.176 0.02
N -3.835310 0.564646 -1.373995 -0.076 0.030 -0.206 0.00
N -3.410882 -0.727474 -1.715610 0.098 0.120 -0.072 0.01
H -3.158264 4.242396 0.624951 -0.017 -0.012 -0.016 0.09
H -1.831578 3.046818 0.756461 0.001 0.019 -0.014 0.09
H -3.293012 2.852264 1.744543 -0.009 0.019 -0.027 0.09
H -4.081008 1.201326 -2.117360 0.099 0.001 -0.098 0.14
H -2.664827 -0.679502 -2.410186 -0.050 0.068 -0.010 0.00
H -4.200677 -1.248796 -2.070054 0.025 -0.035 0.046 0.08
S -0.485571 0.980864 -3.020332 -0.506 -0.165 0.222 -0.02
Sb 1.478499 0.188784 -2.074019 0.333 -0.073 0.131 1.12
C 2.984741 -0.243562 -0.545806 -0.336 0.174 -0.150 -0.29
C 4.175407 0.470950 -0.576358 0.051 -0.011 -0.079 -0.12
C 5.106350 0.333440 0.445036 0.031 0.002 0.046 -0.09
C 4.847349 -0.505355 1.517028 0.035 0.040 -0.037 -0.09
C 3.653630 -1.210965 1.556957 0.028 -0.083 0.049 -0.08
C 2.729867 -1.080418 0.531527 -0.111 -0.041 0.037 -0.15
C 2.765482 1.481837 -3.213804 -0.032 -0.112 0.077 -0.37
C 2.479605 2.841037 -3.260730 -0.040 0.010 0.039 -0.15
C 3.286148 3.703576 -3.989718 0.002 0.017 0.005 -0.09
C 4.375191 3.206888 -4.692971 0.020 0.016 -0.026 -0.11
C 4.646891 1.846098 -4.676483 0.040 -0.021 -0.039 -0.10
C 3.847943 0.987339 -3.933221 -0.034 -0.023 0.030 -0.13
C 1.684695 -1.665582 -3.165811 0.005 0.156 0.131 -0.36
C 1.850227 -2.864826 -2.481092 0.125 0.017 0.036 -0.14
C 1.807061 -4.076506 -3.157111 -0.026 -0.028 -0.039 -0.09
C 1.602244 -4.095473 -4.529813 0.012 -0.033 0.020 -0.11
C 1.446069 -2.902069 -5.221360 -0.014 0.010 -0.051 -0.10
C 1.478031 -1.693346 -4.539929 0.031 0.051 -0.033 -0.15
H 4.386698 1.158833 -1.384140 -0.002 -0.003 0.016 0.08
H 6.022258 0.911676 0.411301 0.006 -0.015 0.007 0.10
H 5.565328 -0.592988 2.323239 -0.017 -0.016 0.013 0.09
H 3.426923 -1.855367 2.397793 -0.011 0.003 -0.007 0.10
H 1.786681 -1.607532 0.613369 0.002 -0.015 0.044 0.04
H 1.609380 3.217259 -2.733262 0.003 0.018 -0.021 0.08
H 3.058921 4.762513 -4.015764 0.016 0.004 0.012 0.10
H 5.010663 3.879593 -5.256275 -0.019 -0.005 -0.026 0.09
H 5.481259 1.450628 -5.243618 0.014 0.013 0.016 0.10
H 4.066423 -0.075427 -3.913115 0.040 0.013 -0.009 0.10
H 2.013175 -2.861320 -1.408527 -0.032 -0.017 -0.024 0.08
H 1.914613 -5.004785 -2.609504 0.021 0.003 0.004 0.10
H 1.557658 -5.040329 -5.057951 0.003 0.003 -0.007 0.09
H 1.277703 -2.911878 -6.291884 0.021 -0.009 -0.002 0.09
H 1.326809 -0.763087 -5.076666 -0.051 -0.014 -0.005 0.09
```
Positions in Å, forces in eV/Å.

- Charge: -1
- Frontier orbital gap (spin up / spin down): 6.30 / 6.12 eV
- ΔE to the lowest compared entry with this formula, charge and spin: 1.2113 eV
- DFT total energy: -3425.8022 Ha
- Spin multiplicity: 2